ORCA calculation (wB97M-V/def2-TZVPD) on a cluster of 2 separate species, C2H8NOS2 in total.

Computed properties:
Frontier orbital gap, eV: 6.46
E_HOMO, eV: -2.91
Spin multiplicity: 1
Total charge: -1
Energy relative to the best compared isomer or geometry (same formula, charge and spin), eV: 0.0633

Bonds (Å) are listed after each position.
Geometry (Å):
1 S -1.4310 -2.5174 1.0319  S2 2.095, H9 1.342
2 S -1.0210 -2.0263 -0.9636  S1 2.095
3 O -1.4109 1.1767 -0.7108  C5 1.404, H8 0.980
4 N 1.8200 -0.0266 0.0951  C6 1.470, H10 1.014, H13 1.015
5 C -0.0278 1.4130 -0.6618  O3 1.404, C6 1.545, H7 1.092, H11 1.092
6 C 0.7020 0.8085 0.5580  N4 1.470, C5 1.545, H12 1.096, H14 1.091
7 H 0.1034 2.4964 -0.6943  C5 1.092
8 H -1.5598 0.2131 -0.8080  O3 0.980
9 H -2.5539 -3.2260 0.8340  S1 1.342
10 H 1.4118 -0.8748 -0.2821  N4 1.014
11 H 0.4669 1.0041 -1.5450  C5 1.092
12 H 1.1538 1.6366 1.1154  C6 1.096
13 H 2.3766 -0.3250 0.8897  N4 1.015
14 H -0.0301 0.2477 1.1415  C6 1.091